A structure of composition C6H17AgBrO7PS at a distorted geometry, computed with ωB97M-V with the def2-TZVPD basis set.

Each line ends with the Mulliken charge.
CARTESIAN COORDINATES (ANGSTROEM)
H -1.584 0.178 1.068  0.357
H -0.375 -2.257 -5.442  0.398
H 2.086 -2.208 -6.199  0.318
C 1.064 1.091 5.822  -0.693
O 0.165 -0.250 -5.724  -0.330
Ag 2.752 -0.693 1.669  0.699
H 0.446 1.168 6.717  0.271
O -1.019 1.975 -5.819  -0.578
H -2.040 1.980 1.153  0.270
O -2.055 0.144 -4.560  -0.621
H 0.534 2.118 -3.721  0.388
H -0.312 1.415 1.070  0.234
O -0.665 -1.018 4.197  -0.299
H 1.490 0.114 5.597  0.328
C 0.335 -1.526 -5.057  -0.392
H -2.503 -1.589 4.749  0.313
H -1.391 -1.203 6.019  0.296
O 0.091 1.370 4.848  -0.307
H 1.845 -2.880 -4.444  0.312
P -0.113 0.387 3.589  0.836
H 2.357 -1.173 -4.724  0.258
C -1.755 -0.856 5.052  -0.747
O 1.202 0.217 2.939  -0.423
S -0.859 0.833 -4.971  1.210
C 0.084 1.162 -3.456  -0.671
H 1.905 1.772 5.693  0.256
H -2.351 0.052 5.154  0.361
C -1.330 1.188 1.390  -0.655
H 0.906 0.496 -3.192  0.100
H 0.086 -1.573 -3.997  0.282
H -0.588 1.177 -2.598  0.263
C 1.859 -2.046 -5.146  -0.928
Br 1.067 -0.699 -0.504  0.179
O -1.333 1.132 2.830  -0.282

**Expectation value of S²**: 0.75
**Multiplicity**: 2
**Total charge**: +1
**E_HOMO (alpha / beta)**: -13.22 / -13.22 eV
**HOMO-LUMO gap (alpha / beta)**: 8.15 / 4.76 eV
**Electronic energy**: -114988.113 eV
**Lowest unoccupied orbital energy (alpha / beta)**: -5.1 / -8.5 eV

---

A cluster of 7 separate species, C3H19NO8 in total at a distorted geometry, computed with ωB97M-V with the def2-TZVPD basis set.

Each line ends with the Mulliken charge.
CARTESIAN COORDINATES (ANGSTROEM)
O -0.917 0.638 -1.862  -0.563
H -1.760 0.123 -2.075  0.311
H -1.705 1.943 3.513  0.324
H -0.442 -0.207 -1.927  0.288
H 1.077 2.876 -2.024  0.352
H -1.279 3.395 2.552  0.236
H -2.929 1.227 1.455  0.297
N -0.652 -0.022 1.620  -0.045
H 2.548 -1.749 -0.461  0.333
C 0.400 -0.875 1.956  -0.010
H -1.422 -2.085 -3.255  0.314
O 0.411 -2.110 1.554  -0.583
H 2.501 2.437 -2.249  0.293
H 1.919 1.222 -0.730  0.377
H 2.325 -2.552 0.758  0.299
O -0.903 -2.645 -1.010  -0.676
H 1.103 -0.570 2.798  0.332
C -1.602 2.212 2.476  -0.374
H 0.059 -2.844 -0.995  0.425
H 1.355 0.016 -0.245  0.090
O 2.774 -2.626 0.008  -0.609
C -0.517 1.466 1.681  -0.407
O -0.483 -2.426 -3.478  -0.647
O 1.781 0.704 0.141  -0.535
O 1.686 2.164 -2.405  -0.647
H -0.361 1.965 0.636  0.135
O -2.832 2.107 1.838  -0.489
H -1.062 -0.317 0.794  0.341
H -0.539 -3.275 -2.985  0.338
H 0.453 1.799 2.242  0.362
H -0.988 -1.991 -0.322  0.136

**SMILES string**: O=CNCCO.O.O.O.O.O.O
**Multiplicity**: 1
**Total charge**: 0
**Energy above the lowest of the compared OMol25 structures with the same formula, charge and spin**: 383.8 kJ/mol
**E_HOMO**: -10.50 eV
**HOMO-LUMO gap**: 10.51 eV
**Electronic energy**: -21286.776 eV
**Lowest unoccupied orbital energy**: 0.0 eV

---

A structure of composition C3H5NOS at a distorted geometry, computed with ωB97M-V with the def2-TZVPD basis set.

Each line ends with the Mulliken charge.
CARTESIAN COORDINATES (ANGSTROEM)
H -2.093 -2.250 -0.930  0.354
C 0.143 1.262 -0.021  -0.883
C -0.666 0.402 0.701  -0.112
S 2.117 -0.001 0.045  0.208
H 0.570 2.204 0.494  0.296
H 2.062 0.166 -1.271  0.136
H -0.113 1.186 -1.017  0.435
N -1.097 -0.701 0.203  0.065
O 1.339 -1.228 0.283  -0.537
C -1.851 -1.423 -0.321  -0.174
H -0.411 0.383 1.835  0.213

**Multiplicity**: 1
**Total charge**: 0
**Energy above the lowest of the compared OMol25 structures with the same formula, charge and spin**: 583.3 kJ/mol
**E_HOMO**: -7.10 eV
**HOMO-LUMO gap**: 7.24 eV
**Electronic energy**: -17559.222 eV
**Lowest unoccupied orbital energy**: 0.1 eV

---

A cluster of 2 separate species, C3H4BrF in total at a distorted geometry, computed with ωB97M-V with the def2-TZVPD basis set.

Each line ends with the Mulliken charge.
CARTESIAN COORDINATES (ANGSTROEM)
H -1.154 -1.326 1.205  0.376
F 1.444 -0.511 1.110  -0.218
H 2.150 0.908 -0.808  0.388
C 1.140 0.821 -0.800  -0.720
C 0.757 -0.010 0.096  0.253
C -1.190 -0.671 0.369  -0.762
H 0.492 1.007 -1.598  0.280
Br -2.157 0.923 0.872  -0.047
H -1.483 -1.141 -0.447  0.449

**Expectation value of S²**: 2.01
**Multiplicity**: 3
**Total charge**: 0
**Energy above the lowest of the compared OMol25 structures with the same formula, charge and spin**: 328.6 kJ/mol
**E_HOMO (alpha / beta)**: -5.69 / -10.16 eV
**HOMO-LUMO gap (alpha / beta)**: 6.55 / 7.33 eV
**Electronic energy**: -75927.907 eV
**Lowest unoccupied orbital energy (alpha / beta)**: 0.9 / -2.8 eV